1.
18
Properties=species:S:1:pos:R:3:lowdin_spin:R:1 method="wB97M-V/def2-TZVPD" multiplicity=2 homo_lumo_gap_ha="0.343 / 0.200" total_charge=+1 s2=0.753
C -1.764 0.599 1.246 0.01
C -0.622 -0.409 0.791 0.06
C -0.091 0.005 -0.606 0.37
C 0.120 -0.808 -1.684 0.38
C 0.191 -0.532 -3.216 0.07
H -1.523 0.872 2.293 0.00
H -2.816 0.373 1.209 0.00
H -1.692 1.496 0.633 0.00
H -1.334 -1.248 1.001 0.01
H 0.267 -0.685 1.439 0.03
H 0.260 1.035 -0.581 0.01
H -0.344 -1.763 -1.657 0.01
H 1.228 -0.843 -3.632 0.04
H 0.023 0.572 -3.434 0.00
H -0.452 -1.061 -3.944 0.01
H 2.577 1.235 2.226 0.00
H 1.189 0.321 2.345 0.00
O 1.951 0.820 2.864 0.00

***

2.
34
Properties=species:S:1:pos:R:3:mulliken_charge:R:1 method="wB97M-V/def2-TZVPD" homo_lumo_gap_ha=0.189 total_charge=-1
Cl 2.630 -1.924 0.662 -0.33
B 1.875 -0.215 0.768 0.69
Cl 2.539 0.718 2.252 -0.28
Cl 2.174 0.786 -0.794 -0.34
O 0.423 -0.456 0.944 -0.42
C -0.504 0.411 1.098 -0.75
C -1.889 0.020 0.959 0.81
C -2.865 1.040 0.923 -0.32
C -4.215 0.727 0.812 -0.54
C -4.630 -0.616 0.739 -0.41
C -3.658 -1.626 0.750 -0.47
C -2.302 -1.325 0.846 -0.38
H -0.206 1.460 1.241 0.50
H -2.493 2.065 1.004 0.34
H -4.965 1.523 0.784 0.36
H -5.695 -0.871 0.684 0.37
H -3.948 -2.677 0.685 0.36
H -1.550 -2.111 0.840 0.43
C -4.259 -0.706 6.806 -0.54
C -4.355 0.816 6.697 -0.47
C -3.164 1.283 5.831 -0.60
N -2.299 0.104 5.721 0.07
C -1.196 0.072 4.924 0.06
S -0.775 1.292 3.838 -0.36
S -0.132 -1.233 4.926 -0.42
C -2.812 -1.084 6.415 -0.60
H -4.511 -1.063 7.806 0.30
H -4.969 -1.150 6.111 0.26
H -5.302 1.132 6.256 0.28
H -4.301 1.252 7.693 0.27
H -3.487 1.642 4.835 0.29
H -2.641 2.135 6.302 0.25
H -2.215 -1.327 7.315 0.27
H -2.770 -1.981 5.774 0.31

***

The following E values (in eV) correspond, in order, to the records above: -7415.055; -76128.616.
The following relative energy (zero: lowest compared OMol25 entry of this formula, charge and spin) values (in kcal/mol) correspond, in order, to the records above: 74.7; 0.0.